(1)
# C40H52Cl2NO8P2S4Zr

C40H52Cl2NO8P2S4Zr as an isolated structure (ωB97M-V/def2-TZVPD, the Open Molecules 2025 dataset).

Structure (ORCA input):
```
! RIJCOSX wB97M-V def2-TZVPD def2/J DEFGRID3
* xyz 1 1
Zr -0.55 -0.58 0.85
S -0.69 -0.93 3.49
C 0.98 -0.74 4.01
C 1.56 -1.53 4.99
C 2.86 -1.29 5.41
C 3.60 -0.25 4.86
C 3.03 0.56 3.89
C 1.73 0.30 3.47
S 0.92 1.27 2.21
C 2.26 1.34 1.00
C 1.67 1.63 -0.36
C 2.55 2.28 -1.13
C 1.53 1.60 -3.27
C 0.14 1.85 -2.87
C -0.34 1.58 -1.63
C -1.81 1.70 -1.40
S -2.45 0.01 -1.16
C -3.98 0.44 -0.41
C -5.14 0.46 -1.17
C -6.33 0.84 -0.58
C -6.34 1.21 0.77
C -5.17 1.20 1.51
C -3.96 0.80 0.94
S -2.52 0.72 1.93
N 0.38 1.19 -0.52
H 0.99 -2.35 5.42
H 3.30 -1.92 6.17
H 4.61 -0.06 5.20
H 3.59 1.38 3.47
H 2.76 0.37 0.99
H 2.98 2.12 1.27
H 3.56 2.45 -0.81
H 1.67 1.85 -4.32
H -0.54 2.24 -3.62
H -2.32 2.15 -2.25
H -2.01 2.25 -0.48
H -5.11 0.16 -2.21
H -7.25 0.85 -1.15
H -7.26 1.51 1.24
H -5.19 1.47 2.56
C 3.51 -3.79 -2.34
C 2.26 -3.71 -1.50
C 1.94 -5.00 -0.78
O 1.13 -3.45 -2.43
P 0.14 -2.25 -2.40
O -0.04 -1.59 -1.09
C 0.74 -1.11 -3.67
P 2.19 -0.14 -3.16
O 2.79 -0.56 -1.89
O 3.23 -0.21 -4.35
C 2.91 -0.22 -5.77
C 3.25 -1.59 -6.31
C 3.70 0.89 -6.43
O 2.47 2.55 -2.55
C 2.22 4.02 -2.86
C 2.22 4.23 -4.35
C 3.30 4.81 -2.17
O -1.21 -2.76 -2.99
C -1.65 -4.08 -3.45
C -0.86 -4.50 -4.68
C -1.61 -5.08 -2.32
H 4.36 -4.00 -1.69
H 3.71 -2.84 -2.84
H 3.43 -4.59 -3.07
H 2.31 -2.86 -0.82
H 1.85 -5.81 -1.50
H 1.01 -4.91 -0.22
H 2.74 -5.24 -0.08
H -0.09 -0.46 -3.95
H 0.99 -1.73 -4.53
H 1.84 -0.03 -5.89
H 4.31 -1.79 -6.18
H 3.02 -1.64 -7.38
H 2.69 -2.37 -5.80
H 4.77 0.72 -6.27
H 3.44 1.86 -6.02
H 3.51 0.90 -7.50
H 1.24 4.21 -2.42
H 3.15 3.84 -4.79
H 2.19 5.30 -4.53
H 1.36 3.80 -4.85
H 4.29 4.49 -2.51
H 3.25 4.74 -1.08
H 3.18 5.86 -2.44
H -2.68 -3.88 -3.74
H 0.18 -4.70 -4.43
H -0.91 -3.73 -5.45
H -1.30 -5.41 -5.08
H -0.59 -5.33 -2.05
H -2.13 -5.99 -2.63
H -2.12 -4.68 -1.44
O -0.10 -2.85 1.24
C 1.10 -2.54 1.46
O 1.49 -1.37 1.14
C 2.05 -3.47 2.11
C 3.40 -3.15 2.18
C 4.28 -4.02 2.80
C 3.80 -5.19 3.38
C 2.45 -5.50 3.32
C 1.57 -4.64 2.69
H 3.75 -2.23 1.74
H 5.33 -3.78 2.86
H 4.49 -5.87 3.88
H 2.08 -6.41 3.78
H 0.51 -4.86 2.64
Cl -2.98 -2.62 0.56
C -3.13 -3.21 2.24
Cl -4.45 -2.42 3.09
H -2.19 -2.99 2.74
H -3.33 -4.28 2.18
*
```

For the relative energy (zero: lowest compared OMol25 entry of this formula, charge and spin), the calculation gives 99.3 kcal/mol. The HOMO-LUMO gap comes out at 7.316 eV. As for the lowest unoccupied orbital energy: -1.99 eV. The value obtained for the energy is -148441.2392 eV. Its HOMO energy is -0.3422 hartree.

(2)
# C40H52CrFN4S2Si

C40H52CrFN4S2Si as an isolated structure (ωB97M-V/def2-TZVPD, the Open Molecules 2025 dataset).

Structure (ORCA input):
```
! RIJCOSX wB97M-V def2-TZVPD def2/J DEFGRID3
* xyz 0 2
Cr -0.34 -0.04 -1.14
S 1.36 0.95 0.36
C 0.79 0.73 1.88
N 1.11 1.49 2.93
C 0.55 1.21 4.25
C 0.50 -0.27 4.46
N -0.27 -0.88 3.37
C -1.17 -1.96 3.77
C -2.35 -1.40 4.52
C -2.60 -1.75 5.84
C -3.68 -1.21 6.53
C -4.53 -0.32 5.89
C -4.29 0.03 4.56
C -3.21 -0.50 3.88
C -0.14 -0.44 2.12
S -0.95 -1.14 0.85
C 2.07 2.59 2.86
C 3.39 2.19 3.47
C 3.83 2.76 4.65
C 5.03 2.36 5.23
C 5.80 1.38 4.62
C 5.37 0.81 3.43
C 4.17 1.21 2.85
H -0.46 1.64 4.34
H 1.19 1.68 5.00
H 0.02 -0.52 5.40
H 1.52 -0.68 4.47
H -0.61 -2.66 4.40
H -1.48 -2.49 2.88
H -1.94 -2.45 6.35
H -3.87 -1.49 7.56
H -5.37 0.10 6.41
H -4.95 0.73 4.06
H -3.03 -0.24 2.85
H 1.64 3.44 3.40
H 2.17 2.87 1.81
H 3.23 3.53 5.13
H 5.36 2.82 6.15
H 6.73 1.07 5.07
H 5.97 0.05 2.95
H 3.84 0.76 1.92
C -4.46 -0.93 -3.35
Si -2.99 -1.73 -2.49
C -3.58 -2.03 -0.75
C -2.71 -3.45 -3.19
N -1.59 -0.70 -2.58
C -1.23 -0.27 -3.86
C -1.71 -0.75 -5.09
C -1.35 -0.19 -6.31
C -0.49 0.89 -6.37
C 0.03 1.40 -5.19
C -0.34 0.79 -4.01
F 0.18 1.29 -2.84
H -5.36 -1.53 -3.19
H -4.32 -0.81 -4.43
H -4.63 0.06 -2.92
H -4.55 -2.54 -0.83
H -3.74 -1.11 -0.18
H -2.92 -2.68 -0.18
H -3.47 -4.13 -2.79
H -1.73 -3.84 -2.89
H -2.77 -3.51 -4.28
H -2.39 -1.60 -5.09
H -1.76 -0.61 -7.22
H -0.22 1.34 -7.32
H 0.71 2.24 -5.16
C 3.23 0.15 -4.49
N 4.00 0.62 -3.36
C 5.36 0.12 -3.41
C 3.31 0.46 -2.08
C 2.73 -0.92 -1.79
C 3.61 -1.99 -1.65
C 3.16 -3.29 -1.49
C 1.79 -3.53 -1.48
C 0.92 -2.46 -1.59
C 1.34 -1.13 -1.70
H 3.68 0.50 -5.41
H 2.21 0.52 -4.43
H 3.17 -0.95 -4.53
H 5.86 0.54 -4.28
H 5.42 -0.98 -3.49
H 5.91 0.43 -2.52
H 2.49 1.19 -2.06
H 4.02 0.75 -1.29
H 4.68 -1.80 -1.66
H 3.87 -4.10 -1.38
H 1.42 -4.54 -1.38
H -0.15 -2.68 -1.56
C -2.86 2.56 -2.33
C -2.71 1.93 -0.95
C -3.46 2.78 0.09
C -1.24 1.76 -0.51
H -3.91 2.78 -2.54
H -2.50 1.91 -3.12
H -2.31 3.50 -2.38
H -3.19 0.95 -0.97
H -2.98 3.76 0.19
H -3.45 2.30 1.07
H -4.50 2.95 -0.20
H -1.24 1.70 0.58
H -0.65 2.65 -0.77
*
```

For the relative energy (zero: lowest compared OMol25 entry of this formula, charge and spin), the calculation gives 10.4 kcal/mol. The HOMO-LUMO gap (spin up / spin down) comes out at 5.980 / 6.034 eV. As for the lowest unoccupied orbital energy (spin up / spin down): -1.02 / -1.06 eV. The expectation value of S² is 0.78. The value obtained for the energy is -108970.7403 eV. Its HOMO energy (spin up / spin down) is -0.2572 / -0.2608 hartree.

(3)
# C40H53BI2N8O3SSnTe

C40H53BI2N8O3SSnTe as an isolated structure in a non-equilibrium geometry (ωB97M-V/def2-TZVPD, the Open Molecules 2025 dataset).

Structure (ORCA input):
```
! RIJCOSX wB97M-V def2-TZVPD def2/J DEFGRID3
* xyz 0 1
Sn 0.87 1.20 -0.28
C -2.98 3.25 -2.38
C -1.64 2.50 -2.52
C -1.12 2.63 -3.96
C -1.89 1.10 -2.19
C -2.99 0.29 -2.44
C -2.79 -0.89 -1.79
C -3.84 -1.99 -1.73
C -3.56 -3.36 -2.32
C -4.46 -2.18 -0.35
N -1.56 -0.87 -1.25
N -1.02 0.39 -1.44
B -0.84 -1.92 -0.37
N 0.65 -2.06 -0.89
N 1.48 -1.03 -0.58
C 2.72 -1.39 -0.91
C 2.68 -2.66 -1.50
C 1.34 -3.06 -1.44
C 0.78 -4.33 -1.93
C 0.26 -5.30 -0.86
C -0.22 -4.10 -3.10
C 3.91 -0.56 -0.52
C 4.33 -0.95 0.92
C 5.10 -0.71 -1.48
N -0.84 -1.43 1.10
N -0.29 -0.24 1.44
C -0.22 -0.19 2.76
C -0.87 -1.34 3.29
C -1.23 -2.10 2.21
C -1.96 -3.40 2.35
C -1.01 -4.45 2.83
C -3.20 -3.26 3.30
C 0.48 0.96 3.43
C 1.22 0.42 4.65
C -0.51 2.07 3.73
H -2.87 4.33 -2.59
H -3.45 3.14 -1.38
H -3.65 2.87 -3.13
H -0.87 2.93 -1.80
H -1.87 2.30 -4.69
H -0.24 1.99 -4.13
H -0.75 3.62 -4.19
H -3.86 0.52 -3.05
H -4.63 -1.56 -2.31
H -3.01 -4.00 -1.63
H -3.12 -3.33 -3.30
H -4.53 -3.79 -2.50
H -3.66 -2.56 0.35
H -5.25 -2.90 -0.45
H -4.91 -1.24 0.05
H -1.35 -2.98 -0.51
H 3.46 -3.28 -1.79
H 1.58 -4.88 -2.43
H -0.53 -4.81 -0.25
H 1.06 -5.75 -0.21
H -0.18 -6.14 -1.41
H -1.09 -3.57 -2.81
H -0.52 -5.01 -3.60
H 0.23 -3.48 -3.91
H 3.64 0.49 -0.53
H 4.65 -1.96 1.08
H 3.48 -0.82 1.58
H 5.11 -0.31 1.30
H 5.43 -1.74 -1.59
H 5.98 -0.12 -1.20
H 4.85 -0.36 -2.49
H -0.97 -1.63 4.30
H -2.31 -3.66 1.37
H -0.55 -4.14 3.77
H -0.19 -4.55 2.09
H -1.47 -5.45 2.95
H -2.87 -3.05 4.35
H -3.81 -4.16 3.29
H -3.87 -2.44 3.00
H 1.21 1.31 2.70
H 0.54 -0.05 5.35
H 1.82 1.14 5.17
H 1.89 -0.38 4.27
H -1.33 1.74 4.41
H -0.99 2.47 2.88
H 0.00 2.96 4.18
I 3.03 0.71 -4.97
C 3.30 2.41 -3.77
C 4.20 3.43 -4.18
C 4.32 4.63 -3.47
I 5.75 6.01 -4.09
C 3.60 4.78 -2.27
C 3.81 5.83 -1.34
C 3.10 5.86 -0.18
C 2.09 4.87 0.01
N 1.82 3.93 -0.86
C 2.60 3.81 -1.97
C 2.46 2.56 -2.65
O 1.61 1.63 -2.30
H 4.78 3.30 -5.05
H 4.53 6.56 -1.70
H 3.32 6.60 0.56
H 1.48 5.02 0.88
Te -4.02 1.59 1.13
C -4.05 3.28 2.25
C -3.73 3.37 3.62
C -3.88 4.69 4.07
C -4.22 5.63 3.12
S -4.43 4.83 1.60
H -3.50 2.51 4.23
H -3.65 5.01 5.12
H -4.34 6.69 3.33
O 5.67 -3.06 3.11
N 5.92 -2.96 4.29
O 5.42 -2.27 5.12
*
```

For the relative energy (zero: lowest compared OMol25 entry of this formula, charge and spin), the calculation gives 37.7 kcal/mol. The HOMO-LUMO gap (spin up / spin down) comes out at 5.353 / 5.144 eV. As for the lowest unoccupied orbital energy (spin up / spin down): -1.95 / -2.16 eV. The value obtained for the energy is -101240.1658 eV. Its HOMO energy (spin up / spin down) is -0.2683 / -0.2683 hartree.

(4)
# C40H53Cl2CsGe2N4O3Si

C40H53Cl2CsGe2N4O3Si as an isolated structure in a non-equilibrium geometry (ωB97M-V/def2-TZVPD, the Open Molecules 2025 dataset).

Structure (ORCA input):
```
! RIJCOSX wB97M-V def2-TZVPD def2/J DEFGRID3
* xyz -2 1
Cs 0.45 0.92 -0.54
Cl 3.36 1.57 6.45
C 2.42 1.97 5.04
C 2.31 1.04 4.01
C 1.58 1.30 2.86
N 1.58 0.41 1.79
C 1.15 -0.81 1.83
O 1.15 -1.57 0.80
C 0.50 -1.39 3.07
C 1.11 -2.43 3.77
C 0.46 -2.96 4.87
C -0.77 -2.43 5.24
C -1.29 -1.40 4.47
N -0.68 -0.89 3.41
C 0.92 2.56 2.72
C 1.07 3.49 3.76
C 1.79 3.19 4.90
Cl 1.91 4.41 6.16
N 0.09 2.75 1.62
C -0.27 3.97 1.25
O 0.14 5.09 1.60
C -1.47 4.02 0.27
C -2.29 5.15 0.35
C -3.41 5.22 -0.45
C -3.67 4.19 -1.35
C -2.78 3.13 -1.39
N -1.71 3.04 -0.60
H 2.84 0.10 4.11
H 2.06 -2.81 3.43
H 0.91 -3.76 5.44
H -1.31 -2.80 6.10
H -2.26 -0.97 4.73
H 0.61 4.46 3.66
H -2.01 5.92 1.05
H -4.08 6.08 -0.39
H -4.54 4.20 -2.00
H -2.93 2.32 -2.09
C -4.76 0.93 0.34
C -3.43 0.28 0.70
Ge -3.16 -1.48 -0.15
C -2.92 -2.83 1.25
C -4.11 -2.85 2.22
C -4.65 -2.05 -1.33
C -4.10 -2.34 -2.53
Ge -2.19 -1.76 -2.34
C -1.71 -0.15 -3.38
C -2.71 0.38 -4.41
C -0.87 -3.14 -2.74
C -0.83 -3.51 -4.23
C -4.84 -2.97 -3.64
C -5.94 -3.80 -3.41
C -6.63 -4.39 -4.46
C -6.22 -4.17 -5.77
C -5.12 -3.37 -6.02
C -4.43 -2.79 -4.97
H -4.86 1.92 0.78
H -5.61 0.32 0.69
H -4.88 1.03 -0.74
H -3.37 0.12 1.78
H -2.60 0.94 0.46
H -1.99 -2.61 1.79
H -2.77 -3.80 0.79
H -4.19 -1.91 2.76
H -4.01 -3.64 2.96
H -5.06 -3.00 1.70
H -5.71 -2.22 -1.13
H -0.73 -0.34 -3.83
H -1.50 0.64 -2.65
H -2.75 -0.26 -5.29
H -2.42 1.38 -4.75
H -3.72 0.45 -4.00
H -1.04 -4.01 -2.11
H 0.10 -2.74 -2.43
H -1.76 -3.98 -4.55
H -0.02 -4.21 -4.45
H -0.67 -2.63 -4.86
H -6.24 -3.99 -2.39
H -7.48 -5.03 -4.25
H -6.76 -4.64 -6.59
H -4.78 -3.21 -7.04
H -3.56 -2.18 -5.17
C 3.56 -1.41 -2.46
Si 3.69 0.40 -3.00
C 5.24 0.40 -4.16
C 4.30 1.39 -1.50
C 2.12 1.00 -3.60
H 4.53 -1.88 -2.27
H 3.05 -1.99 -3.24
H 2.96 -1.50 -1.55
H 6.14 0.01 -3.66
H 5.45 1.41 -4.50
H 5.04 -0.22 -5.04
H 5.33 1.15 -1.23
H 3.69 1.21 -0.61
H 4.26 2.47 -1.71
H 1.63 0.42 -4.38
H 2.03 2.08 -3.79
C 2.10 -4.64 -0.33
C 1.00 -4.74 0.71
O -0.07 -3.87 0.44
H 2.94 -5.31 -0.08
H 2.49 -3.62 -0.38
H 1.72 -4.91 -1.32
H 1.41 -4.54 1.71
H 0.59 -5.75 0.74
H 0.30 -2.96 0.48
*
```

For the relative energy (zero: lowest compared OMol25 entry of this formula, charge and spin), the calculation gives 0.0 kcal/mol. The HOMO-LUMO gap comes out at 4.263 eV. As for the lowest unoccupied orbital energy: 3.55 eV. The value obtained for the energy is -200946.9742 eV. Its HOMO energy is -0.0263 hartree.

What is the formula in the fourth record? C40H53Cl2CsGe2N4O3Si

Which of these has the highest energy? C40H53BI2N8O3SSnTe

Which of these has the highest relative energy (zero: lowest compared OMol25 entry of this formula, charge and spin)? C40H52Cl2NO8P2S4Zr

Number 1 is which compound? C40H52Cl2NO8P2S4Zr